{"formula": "C25H70AsF6O20S10", "method": "the ωB97M-V functional and the def2-TZVPD basis", "charge": -2, "energy_ev": -253501.6111, "s_squared": 0.752, "homo_lumo_gap_ev": [2.1, 7.4], "e_lumo_ev": [3.29, 3.23], "spin_multiplicity": 2, "e_homo_ha": [0.0428, -0.1527], "fmax_ev_per_a": 4.12, "species": ["As", "F", "F", "F", "F", "F", "F", "O", "S", "O", "O", "C", "C", "C", "H", "H", "H", "H", "H", "H", "H", "H", "O", "S", "O", "O", "C", "C", "C", "H", "H", "H", "H", "H", "H", "H", "H", "O", "S", "O", "O", "C", "C", "C", "H", "H", "H", "H", "H", "H", "H", "H", "O", "S", "O", "O", "C", "C", "C", "H", "H", "H", "H", "H", "H", "H", "H", "O", "S", "O", "O", "C", "C", "C", "H", "H", "H", "H", "H", "H", "H", "H", "C", "S", "O", "C", "H", "H", "H", "H", "H", "H", "C", "S", "O", "C", "H", "H", "H", "H", "H", "H", "C", "S", "O", "C", "H", "H", "H", "H", "H", "H", "C", "S", "O", "C", "H", "H", "H", "H", "H", "H", "C", "S", "O", "C", "H", "H", "H", "H", "H", "H"], "positions_angstrom": [[0.13, 1.30, 0.31], [-0.30, 0.00, 1.47], [1.11, 0.08, -0.67], [0.62, 2.64, -0.72], [-0.95, 2.39, 1.13], [1.44, 1.79, 1.44], [-1.26, 0.94, -0.72], [3.23, 5.64, 5.42], [3.53, 4.66, 4.32], [4.40, 5.05, 3.25], [4.08, 3.21, 4.94], [3.65, 3.00, 6.25], [4.19, 1.63, 6.60], [1.94, 4.08, 3.55], [2.58, 3.19, 6.32], [4.24, 3.73, 6.79], [5.26, 1.62, 6.80], [3.89, 0.82, 5.93], [3.69, 1.35, 7.53], [1.37, 3.46, 4.24], [2.15, 3.47, 2.67], [1.30, 4.89, 3.21], [-0.08, -2.98, -5.63], [-0.47, -1.85, -4.79], [-0.83, -0.58, -5.44], [-1.78, -2.29, -3.84], [-1.84, -3.66, -3.37], [-3.10, -3.96, -2.49], [0.79, -1.42, -3.51], [-0.99, -3.95, -2.75], [-1.82, -4.30, -4.26], [-2.90, -4.69, -1.70], [-4.00, -4.18, -3.07], [-3.33, -3.02, -1.98], [0.87, -2.07, -2.63], [0.50, -0.47, -3.06], [1.75, -1.45, -4.01], [-1.63, -5.58, 1.04], [-1.00, -4.50, 1.82], [-1.92, -3.85, 2.79], [0.38, -5.12, 2.60], [1.12, -6.11, 1.89], [2.30, -6.66, 2.67], [-0.14, -3.17, 0.87], [1.44, -5.69, 0.94], [0.51, -6.99, 1.68], [2.62, -7.60, 2.24], [1.97, -6.84, 3.69], [3.03, -5.85, 2.79], [-0.82, -2.35, 0.65], [0.26, -3.60, -0.05], [0.61, -2.72, 1.51], [3.19, 0.68, -4.25], [4.64, 0.78, -3.90], [5.66, 1.07, -4.91], [4.79, 1.85, -2.62], [3.65, 2.28, -1.97], [3.97, 2.56, -0.50], [5.19, -0.76, -2.92], [2.84, 1.54, -1.96], [3.14, 3.13, -2.42], [4.77, 3.29, -0.38], [4.11, 1.67, 0.12], [3.15, 3.05, 0.01], [5.36, -1.57, -3.63], [4.49, -1.08, -2.15], [6.15, -0.55, -2.46], [-6.51, 1.24, -1.85], [-5.73, 0.11, -2.34], [-5.59, -1.16, -1.62], [-6.33, -0.12, -3.88], [-6.11, -1.41, -4.51], [-7.31, -1.74, -5.41], [-4.14, 0.71, -2.82], [-5.81, -2.26, -3.89], [-5.19, -1.14, -5.03], [-7.44, -0.87, -6.05], [-8.20, -2.05, -4.86], [-7.12, -2.67, -5.95], [-3.42, 0.74, -2.00], [-4.29, 1.72, -3.20], [-3.66, 0.17, -3.63], [-4.81, -2.17, 1.88], [-5.47, -0.42, 1.79], [-6.03, -0.22, 3.17], [-3.94, 0.64, 1.83], [-5.50, -2.60, 2.61], [-3.75, -2.15, 2.12], [-4.92, -2.79, 0.99], [-3.43, 0.46, 0.88], [-3.18, 0.23, 2.49], [-4.20, 1.69, 1.96], [0.89, 1.89, -6.68], [-0.06, 3.07, -5.72], [-1.53, 2.60, -5.70], [0.48, 2.41, -4.09], [0.88, 0.87, -6.31], [1.91, 2.26, -6.59], [0.53, 1.97, -7.71], [-0.15, 2.83, -3.30], [1.49, 2.79, -3.89], [0.59, 1.33, -4.03], [0.50, 0.31, 7.29], [0.99, 0.67, 5.54], [1.74, -0.60, 5.15], [-0.76, 0.69, 4.87], [-0.11, 1.15, 7.63], [1.26, 0.34, 8.07], [-0.02, -0.64, 7.44], [-1.48, 1.38, 5.30], [-1.22, -0.28, 5.03], [-0.79, 0.99, 3.82], [-3.28, 3.65, -0.69], [-2.71, 4.04, -2.40], [-3.75, 4.95, -3.04], [-1.25, 5.11, -2.04], [-3.34, 4.60, -0.15], [-2.55, 2.98, -0.22], [-4.26, 3.16, -0.72], [-1.71, 5.89, -1.43], [-0.90, 5.50, -3.00], [-0.49, 4.46, -1.60], [5.10, -1.66, 3.79], [5.25, -0.87, 2.11], [6.00, -1.75, 1.13], [3.46, -0.96, 1.66], [4.63, -2.64, 3.77], [4.42, -1.04, 4.38], [6.12, -1.67, 4.17], [2.96, -0.35, 2.40], [3.07, -1.98, 1.76], [3.34, -0.77, 0.59]]}

=====

{"formula": "C25H70O15", "method": "the ωB97M-V functional and the def2-TZVPD basis", "energy_ev": -57768.6922, "de_lowest_kj_mol": 68.1, "homo_lumo_gap_ev": 9.6, "e_lumo_ev": -0.07, "e_homo_ha": -0.3551, "fmax_ev_per_a": 2.34, "species": ["C", "C", "C", "O", "H", "H", "H", "H", "H", "H", "H", "H", "C", "C", "C", "O", "H", "H", "H", "H", "H", "H", "H", "H", "C", "C", "C", "O", "H", "H", "H", "H", "H", "H", "H", "H", "C", "C", "C", "O", "H", "H", "H", "H", "H", "H", "H", "H", "C", "C", "C", "O", "H", "H", "H", "H", "H", "H", "H", "H", "O", "C", "C", "O", "H", "H", "H", "H", "H", "H", "O", "C", "C", "O", "H", "H", "H", "H", "H", "H", "O", "C", "C", "O", "H", "H", "H", "H", "H", "H", "O", "C", "C", "O", "H", "H", "H", "H", "H", "H", "O", "C", "C", "O", "H", "H", "H", "H", "H", "H"], "positions_angstrom": [[14.29, 18.12, -12.40], [15.05, 18.59, -11.17], [15.14, 20.11, -11.18], [14.50, 18.18, -9.91], [14.29, 17.03, -12.44], [14.71, 18.47, -13.35], [13.23, 18.41, -12.39], [16.06, 18.18, -11.18], [15.37, 20.57, -10.22], [14.25, 20.63, -11.53], [15.99, 20.50, -11.77], [13.79, 18.83, -9.77], [15.35, 20.31, -6.40], [16.17, 19.71, -5.27], [16.94, 18.45, -5.64], [17.19, 20.67, -4.90], [14.97, 21.29, -6.12], [14.49, 19.76, -6.79], [16.05, 20.44, -7.23], [15.51, 19.57, -4.42], [17.46, 18.63, -6.59], [16.28, 17.62, -5.94], [17.64, 18.07, -4.90], [17.53, 21.01, -5.73], [13.42, 15.00, -7.16], [13.29, 16.54, -7.07], [12.14, 16.90, -6.17], [14.50, 17.06, -6.53], [14.15, 14.75, -7.93], [12.50, 14.57, -7.56], [13.63, 14.61, -6.17], [13.11, 16.92, -8.08], [12.43, 16.68, -5.13], [11.13, 16.58, -6.41], [12.04, 17.99, -6.05], [15.16, 16.87, -7.21], [5.45, 23.80, -7.77], [6.43, 22.91, -8.52], [7.26, 22.01, -7.58], [5.75, 21.99, -9.42], [5.25, 24.68, -8.38], [5.85, 24.13, -6.81], [4.57, 23.21, -7.53], [7.20, 23.39, -9.13], [8.02, 21.50, -8.17], [6.65, 21.30, -7.02], [7.80, 22.73, -6.95], [5.55, 22.53, -10.19], [6.63, 17.60, -10.34], [7.81, 18.01, -11.19], [8.75, 18.90, -10.35], [8.55, 16.82, -11.51], [6.97, 16.89, -9.59], [5.76, 17.22, -10.87], [6.27, 18.50, -9.83], [7.49, 18.63, -12.04], [8.14, 19.69, -9.90], [9.63, 19.23, -10.89], [9.13, 18.31, -9.52], [9.08, 17.03, -12.29], [15.04, 24.95, -8.21], [14.96, 24.30, -9.47], [16.20, 23.45, -9.77], [16.19, 22.33, -8.88], [15.12, 24.18, -7.62], [14.11, 23.62, -9.58], [14.82, 25.06, -10.25], [17.07, 24.09, -9.56], [16.31, 23.27, -10.84], [16.95, 22.48, -8.32], [13.65, 23.53, -6.35], [12.66, 23.35, -5.34], [11.56, 24.37, -5.42], [10.75, 24.16, -6.56], [13.49, 24.40, -6.75], [12.24, 22.35, -5.49], [13.12, 23.28, -4.35], [12.01, 25.37, -5.42], [10.92, 24.31, -4.53], [9.87, 24.51, -6.46], [10.67, 22.35, -8.82], [10.98, 21.27, -7.91], [12.50, 21.08, -7.91], [12.97, 20.81, -9.26], [10.80, 23.17, -8.33], [10.61, 21.56, -6.93], [10.44, 20.37, -8.20], [12.72, 20.23, -7.26], [12.99, 22.03, -7.68], [12.28, 21.24, -9.79], [8.58, 19.60, -2.41], [9.95, 20.02, -2.56], [10.10, 20.73, -3.91], [10.27, 19.81, -4.98], [8.22, 20.02, -1.63], [10.24, 20.67, -1.73], [10.55, 19.11, -2.49], [10.95, 21.41, -3.86], [9.17, 21.29, -4.06], [9.40, 19.38, -5.00], [10.31, 21.55, -11.45], [9.87, 22.58, -12.30], [10.01, 22.10, -13.72], [11.38, 22.13, -14.13], [10.34, 21.80, -10.51], [8.84, 22.92, -12.14], [10.53, 23.44, -12.13], [9.56, 22.76, -14.47], [9.60, 21.10, -13.88], [11.98, 21.70, -13.50]]}